Entry from the OMol25 dataset: C48H37GeN4O2P2S3SbSe2Ti as an isolated structure at a distorted geometry (ωB97M-V/def2-TZVPD).

Each line ends with the Löwdin charge.
Cartesian coordinates (Å):
Sb 1.816 3.358 -0.786  0.317
Se -4.974 -1.719 -2.380  0.395
Se 1.217 -1.332 -2.863  0.366
Ge 3.585 -0.926 0.369  0.854
Ti 1.230 0.229 0.757  0.226
S 2.305 0.930 -1.222  -0.002
S 3.828 4.172 -0.022  -0.138
S 0.746 2.647 1.251  -0.019
P -0.842 -0.891 -2.701  0.593
P -4.368 -0.207 -1.054  0.578
O -0.313 -2.588 2.577  0.080
O 0.928 -1.605 1.003  -0.214
N -0.527 0.073 -0.176  -0.163
N 1.848 0.185 2.557  -0.062
N -2.460 0.262 0.763  0.054
N -1.180 0.393 0.925  -0.081
C -2.529 -4.507 -2.181  -0.090
C 5.026 -1.096 2.934  -0.117
C -0.621 1.667 -3.580  -0.108
C 4.595 2.424 4.694  -0.073
C -1.948 -2.853 -4.336  -0.111
C -5.351 1.006 1.262  -0.082
C 0.479 -1.724 2.225  -0.598
C 1.106 -0.918 4.557  0.027
C 7.230 -0.893 -1.812  -0.101
C 2.794 0.808 4.690  -0.148
C 3.443 -2.863 2.613  -0.113
C 7.890 0.245 -1.381  -0.106
C 5.977 -1.202 -1.316  -0.123
C -1.054 2.871 -4.099  -0.075
C -2.274 2.930 -4.756  -0.098
C 6.021 0.776 0.020  -0.129
C -6.382 -1.080 0.646  -0.112
C 3.756 1.567 5.375  -0.034
C 5.354 -1.608 4.174  -0.092
C -6.280 1.154 2.276  -0.079
C -1.417 0.531 -3.696  -0.319
C 3.777 -3.382 3.851  -0.089
C -6.157 2.888 -2.966  -0.083
C -4.033 3.727 -2.221  -0.090
C -7.310 -0.925 1.661  -0.088
C -2.820 -4.912 -3.474  -0.089
C -2.516 -4.095 -4.551  -0.087
C -3.731 2.493 -1.671  -0.078
C -7.273 0.204 2.463  -0.092
C 4.730 -2.754 4.637  -0.101
C -2.673 -0.186 -0.483  -0.396
C -1.716 -2.430 -3.034  -0.427
C 7.278 1.082 -0.466  -0.091
C -5.856 1.654 -2.422  -0.107
C -5.242 3.925 -2.869  -0.091
C 4.074 -1.721 2.141  -0.302
C -1.968 -3.266 -1.953  -0.125
C 4.490 2.573 3.312  -0.070
C -5.417 -0.108 0.431  -0.334
C 5.363 -0.377 -0.384  -0.339
C -2.635 0.586 -4.358  -0.091
C -4.643 1.452 -1.774  -0.344
C -1.413 -0.337 -1.093  -0.364
C 3.566 1.830 2.613  -0.106
C -3.047 1.789 -4.906  -0.083
C 1.922 -0.119 5.322  0.017
C 1.101 -0.760 3.169  -0.170
C 2.710 0.945 3.280  -0.243
H 5.457 -2.091 -1.652  0.088
H -8.067 -1.681 1.817  0.099
H 5.527 -0.208 2.570  0.091
H 5.548 1.461 0.711  0.066
H -2.717 -4.430 -5.559  0.101
H 0.473 -1.686 4.977  0.125
H -6.414 -1.948 0.000  0.049
H -3.315 4.532 -2.143  0.109
H 3.282 -2.174 -0.511  -0.010
H 0.339 1.586 -3.081  0.032
H 2.694 -3.354 2.004  0.106
H 8.874 0.480 -1.763  0.093
H -0.441 3.757 -3.986  0.102
H 1.957 -0.215 6.398  0.114
H 3.492 1.927 1.534  0.002
H 6.098 -1.108 4.778  0.099
H -6.232 2.024 2.916  0.101
H -3.989 1.837 -5.431  0.108
H -4.578 1.744 1.117  0.100
H 5.131 3.261 2.778  0.094
H 7.773 1.982 -0.134  0.098
H -5.474 4.890 -3.297  0.099
H -2.788 2.349 -1.160  0.111
H -1.739 -2.937 -0.944  0.117
H 4.987 -3.161 5.606  0.094
H -6.552 0.827 -2.500  0.081
H 3.839 1.452 6.448  0.109
H -1.687 -2.209 -5.164  0.110
H 5.346 2.987 5.232  0.100
H -2.635 3.875 -5.133  0.104
H 3.290 -4.280 4.204  0.101
H -3.257 -0.295 -4.435  0.068
H -7.104 3.040 -3.467  0.100
H -2.742 -5.149 -1.341  0.107
H -3.272 -5.879 -3.648  0.099
H 7.693 -1.541 -2.543  0.094
H -8.016 0.344 3.237  0.098

Cartesian forces, eV/Å:
-0.453 -0.454 0.949
-0.114 -0.104 -0.066
-0.040 -0.069 -0.094
1.690 -1.217 -0.526
0.181 3.108 -1.949
0.759 0.664 -0.633
0.398 0.096 -0.177
0.192 0.805 -0.841
-0.140 0.029 -0.296
-0.232 0.277 -0.139
0.431 0.553 0.189
-0.092 -1.694 0.371
-2.160 -0.428 -0.880
-0.135 -0.869 2.444
-0.091 0.025 0.548
0.055 -0.083 0.262
0.051 -0.065 0.019
0.173 0.004 -0.128
0.149 -0.065 -0.016
-0.151 -0.176 0.580
-0.035 0.130 0.120
-0.052 -0.033 0.007
-0.898 -1.669 0.311
0.008 0.273 0.425
0.143 -0.073 -0.133
-0.298 -0.066 -0.537
-0.045 -0.129 -0.184
0.104 -0.038 -0.070
-0.200 -0.108 0.066
0.038 0.028 -0.019
-0.046 -0.011 -0.099
-0.008 0.070 0.033
0.071 -0.071 -0.099
0.315 0.259 0.001
0.140 0.008 0.158
0.014 0.137 0.055
0.131 -0.402 0.139
-0.012 -0.167 0.138
-0.053 -0.027 -0.037
-0.065 0.125 0.028
-0.106 0.019 0.138
-0.002 -0.098 0.056
-0.043 -0.001 -0.108
0.008 -0.155 0.177
-0.020 -0.060 0.041
0.002 -0.060 0.096
0.334 -0.062 -0.496
0.120 0.237 0.032
0.072 0.135 0.042
-0.045 -0.063 -0.012
0.070 0.110 0.031
-0.172 0.476 -0.536
-0.005 0.085 -0.040
-0.312 -0.337 -0.494
0.106 -0.112 -0.097
-0.856 0.065 0.434
0.145 -0.157 -0.063
0.092 -0.183 0.033
-0.100 0.033 0.196
0.218 0.327 -0.072
-0.036 0.122 -0.110
-0.107 -0.238 -0.374
0.802 0.598 0.036
0.334 0.308 0.809
0.055 -0.053 -0.056
-0.040 -0.025 0.007
0.049 0.020 0.046
-0.029 0.070 0.070
-0.020 -0.006 -0.054
0.007 0.004 0.027
-0.004 0.010 -0.059
0.034 0.055 -0.009
-0.133 0.254 0.064
-0.024 0.060 0.002
-0.030 -0.036 0.007
0.059 0.026 -0.042
-0.018 0.000 -0.008
-0.029 -0.074 0.070
0.007 0.060 0.182
0.082 0.032 0.088
-0.012 0.048 0.040
-0.115 0.034 -0.005
0.007 0.079 0.000
0.020 0.027 -0.023
0.087 0.132 0.024
-0.006 0.084 -0.032
0.093 -0.025 0.020
-0.030 -0.075 -0.044
0.010 -0.018 0.060
-0.030 0.001 -0.051
0.017 0.009 0.049
-0.015 0.018 -0.099
-0.022 0.021 0.078
-0.016 0.062 -0.113
-0.057 -0.074 0.046
-0.081 -0.036 0.042
-0.033 0.016 -0.018
-0.054 -0.107 0.064
-0.020 -0.059 0.005
0.064 -0.080 -0.074
0.005 -0.014 0.058

Its energy is -328381.801 eV. The total charge is -1. Its spin multiplicity is 4.

---

Entry from the OMol25 dataset: C48H38As3F6MoN2PS2 as an isolated structure (ωB97M-V/def2-TZVPD).

Each line ends with the Löwdin charge.
Cartesian coordinates (Å):
Mo -0.384 0.191 -0.635  0.925
As 1.602 -0.467 -2.353  1.285
As 2.368 0.878 1.322  0.772
As -1.403 1.059 -2.868  1.238
S -2.627 0.057 0.420  0.962
S -1.109 2.306 0.349  0.692
P -1.158 -2.113 1.934  1.131
F 3.177 -0.304 0.380  -0.215
F 1.713 1.584 -0.193  -0.374
F 0.860 -0.190 1.063  -0.457
F 1.363 1.950 2.201  -0.228
F 3.695 1.925 1.335  -0.174
F 2.709 0.013 2.745  -0.186
N -3.872 1.133 5.593  0.277
N -3.736 4.629 1.887  0.198
C -1.625 -2.628 0.228  -0.413
C 1.463 -3.222 -1.651  -0.123
C -2.550 -3.161 4.159  -0.091
C -3.216 0.605 -3.359  -0.357
C -5.570 0.604 -2.858  -0.059
C -4.727 -0.066 2.755  -0.028
C 1.230 -5.079 -3.158  -0.065
C -3.839 -1.008 2.457  -0.154
C 1.479 -2.350 -2.736  -0.408
C 1.344 -4.586 -1.864  -0.061
C -0.462 3.576 -3.998  -0.102
C -1.347 2.981 -3.107  -0.365
C 1.249 -4.210 -4.240  -0.065
C -3.483 0.015 -4.591  -0.096
C 6.201 0.464 -2.386  -0.063
C 5.279 1.501 -2.342  -0.061
C -2.258 -5.417 4.941  -0.070
C -2.204 1.455 1.468  -0.902
C -1.418 -5.677 3.865  -0.070
C -2.321 1.651 3.641  -0.050
C -4.265 0.900 -2.495  -0.127
C -1.326 5.744 -3.418  -0.061
C -0.326 0.399 -4.364  -0.411
C -1.734 -3.419 3.059  -0.385
C 3.494 -0.102 -2.334  -0.389
C 5.768 -0.852 -2.405  -0.061
C -5.834 0.008 -4.082  -0.062
C -2.206 -3.870 -0.021  -0.080
C -3.573 1.306 4.416  -0.331
C -1.595 -2.229 -2.142  -0.158
C 1.377 -2.843 -4.030  -0.096
C -3.489 3.542 2.162  -0.155
C -2.404 -0.722 2.132  -0.570
C -2.462 -4.302 -1.313  -0.056
C -2.144 -3.480 -2.379  -0.061
C -4.790 -0.283 -4.947  -0.063
C -2.812 -4.157 5.091  -0.063
C -4.407 1.361 3.101  -0.099
C 4.411 -1.142 -2.379  -0.091
C -2.229 3.775 -2.379  -0.149
C 1.154 0.437 -4.027  -0.404
C -0.451 4.957 -4.150  -0.066
C -2.218 5.152 -2.535  -0.056
C -1.147 -4.683 2.941  -0.122
C -3.190 2.151 2.436  -0.295
C 3.922 1.221 -2.314  -0.122
C -1.717 0.597 2.655  -0.228
C -1.299 -1.767 -0.858  -0.395
H -5.761 -0.351 2.904  0.127
H 5.615 2.529 -2.318  0.113
H -2.689 -0.213 -5.289  0.094
H -2.466 -4.512 0.810  0.097
H -1.314 6.820 -3.535  0.113
H -2.981 -2.179 4.316  0.093
H -2.332 -3.798 -3.397  0.116
H -0.646 -0.619 -4.582  0.051
H -1.559 2.270 4.106  0.168
H 1.537 -2.840 -0.637  0.107
H 1.170 -4.595 -5.248  0.111
H -0.461 -4.889 2.126  0.106
H 6.486 -1.661 -2.436  0.111
H 1.131 -6.144 -3.325  0.111
H 1.338 -5.266 -1.022  0.112
H -2.925 3.336 -1.679  0.068
H -4.083 1.368 -1.536  0.063
H 0.222 2.988 -4.594  0.084
H 1.402 -2.177 -4.884  0.098
H -0.560 1.010 -5.236  0.085
H -0.961 -6.652 3.754  0.110
H 0.241 5.413 -4.846  0.111
H -2.903 5.760 -1.960  0.116
H 1.508 1.458 -3.883  0.054
H -6.381 0.840 -2.181  0.113
H -3.448 -3.938 5.939  0.112
H 4.083 -2.173 -2.390  0.101
H 7.261 0.684 -2.401  0.111
H -2.913 -5.271 -1.480  0.114
H -4.991 -0.739 -5.908  0.112
H -6.852 -0.224 -4.364  0.113
H 3.214 2.037 -2.248  0.099
H -1.378 -1.627 -3.010  0.042
H 1.769 0.003 -4.816  0.086
H -2.466 -6.192 5.667  0.110
H -4.172 -2.026 2.293  0.124
H -5.301 1.974 3.157  0.152
H -0.651 0.449 2.785  0.107

Cartesian forces, eV/Å:
0.076 0.488 0.588
-0.044 -0.349 -0.256
0.103 0.019 0.176
-0.072 0.207 -0.290
0.090 -0.151 -0.155
-0.075 0.079 0.041
0.042 -0.052 0.074
-0.007 -0.011 0.028
-0.037 0.079 -0.226
-0.149 -0.306 0.156
-0.029 0.000 -0.030
-0.035 -0.007 -0.034
0.003 0.002 -0.036
0.046 0.023 -0.053
0.031 -0.045 0.010
-0.045 0.050 -0.101
0.033 -0.046 -0.001
0.000 0.006 0.063
0.038 -0.054 0.002
0.006 0.001 0.014
-0.026 0.045 0.007
-0.006 -0.006 -0.013
-0.033 0.024 -0.070
0.054 0.027 -0.054
0.018 0.002 0.017
0.017 0.027 -0.008
0.006 -0.022 0.017
-0.018 0.007 0.004
-0.037 -0.019 0.018
0.016 0.010 -0.002
-0.007 0.000 0.009
0.005 -0.008 -0.008
-0.045 -0.042 0.087
-0.017 -0.006 -0.005
0.005 -0.023 -0.003
-0.032 0.010 -0.005
-0.003 0.009 0.009
-0.035 0.040 0.006
-0.019 -0.022 -0.005
-0.031 0.079 0.000
-0.006 -0.018 0.003
0.007 -0.008 -0.011
0.024 -0.019 0.021
-0.053 -0.013 0.083
-0.084 -0.027 0.004
0.015 -0.024 0.009
-0.041 0.026 -0.005
0.059 0.039 -0.008
0.006 -0.012 0.004
-0.022 0.031 -0.018
-0.001 -0.001 -0.003
0.002 -0.003 0.007
0.027 -0.011 -0.060
0.030 0.021 -0.008
-0.013 0.034 -0.009
0.001 -0.020 0.011
0.007 -0.010 -0.007
-0.003 0.015 -0.010
0.006 0.001 0.019
-0.003 0.038 -0.003
0.042 -0.010 0.009
-0.061 0.030 -0.050
0.140 -0.166 0.160
0.010 -0.008 -0.013
0.000 -0.008 0.000
0.016 0.010 0.004
0.000 0.000 -0.005
0.001 -0.014 -0.001
0.053 -0.073 0.033
0.005 0.001 0.008
0.003 -0.024 -0.015
-0.001 -0.003 0.007
0.011 0.011 -0.010
0.002 0.000 0.009
-0.005 0.011 -0.001
-0.006 0.008 0.000
0.003 0.008 0.007
-0.004 0.008 -0.005
-0.006 -0.002 -0.017
0.023 0.020 0.003
0.005 -0.013 -0.002
0.007 0.001 0.002
0.005 0.006 -0.025
-0.005 0.007 0.003
-0.001 -0.002 0.001
0.001 -0.008 -0.006
0.023 0.021 -0.001
0.000 0.002 -0.003
0.006 -0.002 -0.003
-0.025 -0.018 0.000
-0.009 0.000 0.001
0.000 0.005 0.004
-0.003 0.000 0.004
0.007 0.002 0.002
-0.024 0.010 -0.002
0.016 0.063 -0.019
-0.016 -0.017 -0.033
0.003 0.011 -0.005
0.001 0.036 -0.040
-0.003 -0.001 0.016
0.039 -0.004 -0.010

Its energy is -285000.787 eV. The total charge is +1. Its spin multiplicity is 4.